## P
Here is the ion C4H10NS with charge -1 from the Open Molecules 2025 dataset. Energies are from ωB97M-V/def2-TZVPD.

Output
SMILES string ... CNCCC[S-]
HOMO energy ... -0.0829 Ha
Orbital gap ... 5.907 eV
Charge ... -1
Lowest unoccupied orbital energy ... 3.6519 eV

Last column: natural (NBO) charge in e.
Atoms and positions in Å:
C  -0.2898  -0.3362  0.6375  -0.441
C  0.7560  0.7325  0.3382  -0.544
S  1.5206  1.6289  1.6901  -0.693
C  -0.2911  -1.4626  -0.3762  -0.213
N  -0.7306  -1.0705  -1.7341  -0.644
C  -2.1641  -1.0308  -1.8857  -0.411
H  -1.2624  0.1783  0.6979  0.183
H  -0.2064  -0.7555  1.6495  0.210
H  1.5430  0.2722  -0.3059  0.157
H  0.2792  1.4260  -0.3796  0.158
H  -0.9913  -2.2587  -0.0886  0.168
H  0.7363  -1.8310  -0.4129  0.190
H  -0.3160  -0.1558  -1.8863  0.356
H  -2.5858  -2.0419  -1.8761  0.173
H  -2.6348  -0.6396  -0.9520  0.159
H  -2.5059  -0.4405  -2.7250  0.193

---

## Q
Here is the ion C4H10NS with charge -1 from the Open Molecules 2025 dataset. Energies are from ωB97M-V/def2-TZVPD.

Output
SMILES string ... CNCCC[S-]
HOMO energy ... -0.0808 Ha
Orbital gap ... 5.833 eV
Charge ... -1
Lowest unoccupied orbital energy ... 3.6352 eV

Last column: natural (NBO) charge in e.
Atoms and positions in Å:
C  -0.2366  -0.8058  0.7940  -0.476
C  -1.6787  -0.4334  1.1444  -0.534
S  -2.1726  -0.9758  2.7599  -0.703
C  -0.0867  -0.7175  -0.6678  -0.226
N  1.1973  -0.0264  -1.1759  -0.650
C  1.4709  1.4710  -1.0356  -0.419
H  0.3513  -0.1772  1.4875  0.216
H  0.0713  -1.8319  1.1054  0.202
H  -2.4369  -0.8442  0.2924  0.147
H  -1.8111  0.6559  1.2250  0.188
H  -0.3527  -1.5254  -1.3584  0.202
H  -0.9258  -0.0387  -0.9671  0.182
H  1.9986  -0.2467  -0.5315  0.331
H  0.9471  2.0454  -1.7405  0.175
H  2.5758  1.6630  -1.2625  0.185
H  1.0889  1.7878  -0.0694  0.180

---

It is P that is most stable; the runner-up trails by 1.295 eV.